P | Molecular formula: C3H9N2O
Method: DFT, ωB97M-V/def2-TZVPD

Properties
Net charge: +1
Lowest unoccupied orbital energy, eV: -3.32

```
15
C3H9N2O, DFT ωB97M-V/def2-TZVPD
C 0.78705 -0.52407 1.94954
C 1.18479 0.76192 1.39419
C -0.46388 -0.12357 -1.39487
N -0.87618 1.15088 -1.45330
N -1.09151 -1.30184 -1.53201
O 0.32688 -0.10383 0.71614
H 1.56006 -1.22291 1.75053
H 0.08481 -0.48941 2.86469
H 2.06874 0.81108 0.91994
H 0.85749 1.56830 1.90182
H -0.33205 1.98479 -1.39757
H -1.82783 1.29090 -1.16452
H -0.72091 -2.22275 -1.41091
H -2.08017 -1.26371 -1.68077
H 0.52271 -0.31578 -1.46291
```

Q | Molecular formula: C3H9N2O
Method: DFT, ωB97M-V/def2-TZVPD

Properties
Net charge: +1
SMILES: CC(=O)[C@H](N)[NH3+]
Lowest unoccupied orbital energy, eV: -3.62

```
15
C3H9N2O, DFT ωB97M-V/def2-TZVPD
C -0.47720 0.55354 -2.11768
C 0.43388 -0.04766 -1.04033
O 1.59374 -0.35816 -1.19950
C -0.15869 -0.20514 0.47349
N -0.64449 0.87787 1.12869
N 1.19695 -0.76613 1.16221
H -1.51242 0.80896 -1.76587
H -0.39878 -0.15909 -2.89461
H 0.04708 1.46536 -2.45728
H -0.83712 -1.03432 0.48866
H -0.08494 1.66055 1.26601
H -1.30750 0.84869 1.87301
H 1.57858 -0.14045 1.86149
H 1.19417 -1.76547 1.45236
H 1.88885 -0.64956 0.37655
```

R | Molecular formula: C3H9N2O
Method: DFT, ωB97M-V/def2-TZVPD

Properties
Net charge: +1
SMILES: C=[N+]([O-])CC[NH3+]
Lowest unoccupied orbital energy, eV: -3.48

```
15
C3H9N2O, DFT ωB97M-V/def2-TZVPD
C 2.35900 -0.21102 -0.23620
N 1.19684 0.14053 0.04707
O 0.83311 1.36140 0.14713
C 0.13385 -0.85531 0.35686
C -1.31093 -0.43594 -0.17700
N -1.64122 0.97169 -0.01149
H 3.13081 0.52939 -0.17565
H 2.74644 -1.26063 -0.30569
H 0.13221 -0.75096 1.47113
H 0.52207 -1.77341 -0.07610
H -2.14785 -0.94020 0.30743
H -1.35933 -0.64905 -1.32431
H -1.80876 1.38296 -0.85693
H -0.50101 1.22168 0.11547
H -2.28524 1.26887 0.71827
```

Q wins, 41.4 kcal/mol ahead of the next structure.

P | Molecular formula: C4H4O4
Method: DFT, ωB97M-V/def2-TZVPD

Properties
SMILES: O=C=CCO.O=C=O
Lowest unoccupied orbital energy, eV: 0.43

```
12
C4H4O4, DFT ωB97M-V/def2-TZVPD
O -1.40536 1.60699 0.39559
C -0.55270 1.03346 -0.11610
C 0.27076 0.14341 -0.56361
C 1.58211 -0.26473 0.04189
O 2.63354 0.53202 -0.52018
H 0.09191 -0.16776 -1.55466
H 1.80967 -1.37275 -0.05534
H 1.67996 -0.24398 1.22428
H 2.08913 0.99823 -1.17571
O -3.29134 -0.76830 -0.23346
C -2.76031 -0.73198 0.78359
O -2.14735 -0.76460 1.77372
```

Q | Molecular formula: C4H4O4
Method: DFT, ωB97M-V/def2-TZVPD

Properties
SMILES: CC(=O)C(=O)C(=O)O
Lowest unoccupied orbital energy, eV: -0.91

```
12
C4H4O4, DFT ωB97M-V/def2-TZVPD
C 1.06512 -0.24980 -1.41928
C -0.05831 0.66025 -0.99895
O -0.88334 1.21867 -1.75253
C -0.53684 0.76921 0.47775
O -0.73764 1.72703 1.14050
C -0.54047 -0.63504 1.22008
O 0.23849 -1.54291 0.64880
O -0.98937 -0.77598 2.40267
H 1.91724 0.16546 -0.72533
H 0.92319 -1.32253 -1.03960
H 1.19264 -0.05607 -2.59158
H -1.59072 0.04171 2.63746
```

R | Molecular formula: C4H4O4
Method: DFT, ωB97M-V/def2-TZVPD

Properties
SMILES: O=C1O[C@H]2CO[C@@H]1O2
Lowest unoccupied orbital energy, eV: 0.75

```
12
C4H4O4, DFT ωB97M-V/def2-TZVPD
O -0.80646 -2.05674 0.49189
C -0.25691 -0.98145 0.56664
O 1.14510 -0.81421 0.29586
C 1.10059 0.44545 -0.24447
C 0.20324 0.68629 -1.47744
O -1.12108 0.67129 -0.77574
C -0.78075 0.58163 0.62199
O 0.42006 1.21660 0.75915
H 2.12622 1.00307 -0.21641
H 0.32030 -0.10407 -2.22783
H 0.33388 1.78470 -1.82684
H -1.47834 0.78919 1.30145
```

S | Molecular formula: C4H4O4
Method: DFT, ωB97M-V/def2-TZVPD

Properties
Lowest unoccupied orbital energy, eV: -0.61

```
12
C4H4O4, DFT ωB97M-V/def2-TZVPD
C 2.43455 -0.12801 0.48826
C 0.88198 0.52515 0.02532
C -1.36764 0.09208 -0.16078
C -2.46041 -0.88361 -0.22602
H 2.98288 0.95311 1.13726
H 0.47854 1.16884 0.73568
H 1.44116 1.06596 -1.06432
H -2.22106 -1.71883 -1.04067
O 3.06122 -1.11248 -0.11395
O -0.09261 -0.25025 -0.27774
O -1.79045 1.25413 -0.07648
O -3.34817 -0.96609 0.57345
```

P wins, 24.1 kcal/mol ahead of the next structure.

P | Molecular formula: C4H12S2
Method: DFT, ωB97M-V/def2-TZVPD

Properties
SMILES: CSC.CSC
Lowest unoccupied orbital energy, eV: 0.87

```
18
C4H12S2, DFT ωB97M-V/def2-TZVPD
C -3.18402 -0.31932 2.52343
S -2.42835 -1.90534 3.15233
C -3.36402 -3.08052 2.27304
H -2.64642 0.56542 2.90398
H -4.23841 -0.25366 2.84057
H -3.14673 -0.30647 1.42114
H -3.11974 -4.12572 2.52698
H -3.18900 -2.93040 1.19442
H -4.43294 -2.90796 2.48337
C 2.80230 2.76827 -2.99367
S 2.41849 1.79726 -1.53140
C 3.78024 0.61830 -1.67045
H 1.95275 3.46029 -3.12002
H 2.91017 2.17172 -3.91513
H 3.72084 3.36155 -2.84910
H 4.14150 0.15525 -0.73681
H 4.63165 1.10739 -2.17296
H 3.39169 -0.17607 -2.32971
```

Q | Molecular formula: C4H12S2
Method: DFT, ωB97M-V/def2-TZVPD

Properties
SMILES: CCC.CSS
Lowest unoccupied orbital energy, eV: 0.60

```
18
C4H12S2, DFT ωB97M-V/def2-TZVPD
C 1.94743 1.20510 0.91390
C 1.11712 0.21989 0.08485
C 1.30692 -1.19652 0.53507
H 2.99407 0.92049 0.87894
H 1.82391 2.22145 0.55049
H 1.62490 1.19851 1.95483
H 0.08497 0.55692 0.08924
H 1.46705 0.33046 -0.94278
H 0.59318 -1.87914 0.07723
H 1.25255 -1.33075 1.61657
H 2.29003 -1.55677 0.21802
C -2.26994 -0.41594 -1.75223
S -2.66763 -1.02988 -0.10467
S -3.13324 0.70063 0.89936
H -1.84271 -1.27945 -2.27302
H -3.16834 -0.08337 -2.26687
H -1.54046 0.38904 -1.70144
H -1.87981 1.02933 1.22252
```

Q wins, 14.6 kcal/mol ahead of the next structure.

P | Molecular formula: C3H8N2O4
Method: DFT, ωB97M-V/def2-TZVPD

Properties
Lowest unoccupied orbital energy (spin up / spin down), eV: 0.05 / 0.05

```
17
C3H8N2O4, DFT ωB97M-V/def2-TZVPD
C -0.64846 -1.80647 0.62466
C 0.34323 -0.66903 0.38574
O 1.54764 -1.22638 -0.16614
O 0.51489 0.14939 1.44888
H 2.27403 -0.74868 0.25795
H -1.62749 -1.40032 0.88108
H -0.28518 -2.37139 1.48069
H -0.72999 -2.45675 -0.24622
C -0.19401 0.40912 -0.66043
N -0.14931 2.46159 0.43988
O -1.22677 0.13356 -1.53534
O 0.88598 0.97818 -1.30072
N -0.70350 1.31349 0.40967
H -1.62130 -0.72794 -1.35897
H 1.28735 0.32526 -1.90449
H 0.81243 2.53909 0.08621
H -0.47953 3.09727 1.15755
```

Q | Molecular formula: C3H8N2O4
Method: DFT, ωB97M-V/def2-TZVPD

Properties
SMILES: NC(N)C(O)(O)C(=O)O
Lowest unoccupied orbital energy, eV: 0.64

```
17
C3H8N2O4, DFT ωB97M-V/def2-TZVPD
N 0.45073 1.72303 1.11608
C 0.70729 0.64433 0.19143
N 1.51189 -0.39751 0.82321
C -0.58163 0.03739 -0.41891
O -0.65154 0.55537 -1.77348
O -1.71037 0.33330 0.31748
C -0.61977 -1.48801 -0.70631
O -1.73690 -1.96435 -0.79928
O 0.48897 -2.17887 -0.73448
H -0.35193 1.51303 1.70205
H 0.25379 2.58098 0.61462
H 1.30005 1.04446 -0.64199
H 1.14107 -0.61930 1.74325
H 2.45386 -0.04054 0.95264
H -1.50236 0.31469 -2.16551
H -2.37214 -0.42229 0.08990
H 1.21899 -1.63570 -0.31071
```

Q wins, 79.3 kcal/mol ahead of the next structure.